Molecular formula: C20H25Cl36N4O
Method: DFT, ωB97M-V with the def2-TZVPD basis set

Summary:
E_HOMO in eV: -11.82
Gap between HOMO and LUMO in eV: 7.6
Charge: +1
Total energy in eV: -479951.7123

Last column: Mulliken charge in e.
Element x y z (Å)
C1 -3.809 -3.191 -0.908  -1.079
N1 -2.395 -2.783 -0.911  0.529
C2 -1.572 -3.648 -0.051  -0.880
C3 -2.262 -1.423 -0.685  0.450
O1 -3.165 -0.645 -0.943  -0.686
C4 -0.953 -0.838 -0.157  -0.362
C5 -1.009 -0.503 1.310  0.400
C6 0.197 -0.172 1.962  0.549
C7 0.140 0.182 3.289  -0.863
C8 -1.139 0.198 3.842  -1.652
N2 -2.206 -0.174 3.172  1.026
N3 -3.455 -0.163 3.796  -0.777
N4 -2.180 -0.538 1.896  -0.551
H1 -4.376 -2.685 -0.124  0.297
H2 -3.856 -4.268 -0.772  0.389
H3 -4.278 -2.930 -1.855  0.272
H4 -1.710 -4.677 -0.384  0.454
H5 -0.514 -3.426 -0.143  0.048
H6 -1.895 -3.601 0.996  0.317
H7 -0.834 0.112 -0.686  0.566
H8 -0.064 -1.443 -0.351  -0.610
H9 1.140 -0.192 1.433  0.031
H10 1.037 0.456 3.830  1.010
H11 -1.276 0.508 4.866  1.375
H12 -4.129 -0.258 3.038  0.306
H13 -3.515 -1.023 4.342  0.244
C9 -2.351 4.394 3.566  -0.111
Cl1 -1.969 5.200 2.053  -0.026
Cl2 -2.228 2.632 3.330  0.006
Cl3 -1.294 4.915 4.869  -0.121
H14 -3.373 4.623 3.840  0.320
C10 3.294 -1.126 6.115  -0.129
Cl4 1.796 -1.032 5.147  -0.007
Cl5 4.426 -2.234 5.361  -0.023
Cl6 3.990 0.475 6.323  -0.100
H15 3.031 -1.511 7.092  0.312
C11 -2.279 6.069 -1.716  0.005
Cl7 -1.978 6.772 -3.302  -0.123
Cl8 -2.129 4.307 -1.770  -0.087
Cl9 -1.182 6.743 -0.511  -0.104
H16 -3.293 6.310 -1.425  0.343
C12 2.402 8.837 -1.692  0.020
Cl10 3.893 8.176 -2.359  -0.121
Cl11 1.045 8.539 -2.775  -0.080
Cl12 2.085 8.161 -0.088  -0.127
H17 2.524 9.906 -1.586  0.302
C13 -2.849 3.568 -5.314  0.499
Cl13 -3.880 2.248 -4.757  -0.111
Cl14 -1.666 2.980 -6.486  -0.142
Cl15 -3.811 4.883 -5.982  -0.105
H18 -2.308 3.952 -4.459  -0.149
C14 -4.391 5.220 -10.283  0.012
Cl16 -5.975 5.609 -9.607  -0.126
Cl17 -3.468 4.220 -9.163  -0.051
Cl18 -4.555 4.434 -11.852  -0.123
H19 -3.852 6.147 -10.427  0.290
C15 7.018 -5.462 6.463  0.025
Cl19 6.748 -4.093 7.542  -0.109
Cl20 5.996 -6.824 6.912  -0.114
Cl21 6.740 -4.999 4.780  -0.113
H20 8.051 -5.767 6.560  0.315
C16 2.633 -3.899 -1.392  -0.165
Cl22 2.042 -2.473 -0.500  -0.077
Cl23 1.786 -5.352 -0.870  -0.114
Cl24 2.426 -3.637 -3.110  -0.019
H21 3.684 -4.022 -1.166  0.388
C17 4.049 -4.352 -6.752  -0.076
Cl25 4.865 -3.109 -5.802  -0.113
Cl26 4.188 -5.926 -5.971  -0.111
Cl27 2.354 -3.932 -7.009  -0.072
H22 4.532 -4.409 -7.718  0.383
C18 5.359 0.626 1.952  -0.069
Cl28 3.591 0.763 2.077  -0.084
Cl29 6.011 -0.225 3.342  -0.072
Cl30 5.814 -0.155 0.444  -0.109
H23 5.759 1.632 1.947  0.346
C19 -1.365 -2.669 7.461  -0.041
Cl31 -1.173 -1.698 5.976  -0.023
Cl32 -1.126 -4.371 7.111  -0.098
Cl33 -0.248 -2.102 8.692  -0.102
H24 -2.376 -2.528 7.821  0.335
C20 -1.734 -3.420 -4.060  0.633
Cl34 -2.491 -4.957 -3.631  -0.143
Cl35 -0.535 -3.652 -5.333  -0.088
Cl36 -2.946 -2.231 -4.527  -0.115
H25 -1.225 -3.049 -3.180  -0.342

***

Molecular formula: C12H31B3O10
Method: DFT, ωB97M-V with the def2-TZVPD basis set

Summary:
E_HOMO in eV: -8.99
Gap between HOMO and LUMO in eV: 9.3
Total energy in eV: -35453.3893

Last column: Mulliken charge in e.
Element x y z (Å)
O1 -4.041 0.665 -2.244  -0.473
C1 -4.505 -0.629 -2.605  -0.727
C2 -3.394 -1.527 -3.092  -0.260
O2 -2.478 -1.783 -2.040  -0.276
C3 -1.154 -2.019 -2.414  -0.483
O3 -0.267 -1.098 -1.865  -0.337
C4 -0.716 0.247 -1.903  0.016
B1 0.478 1.242 -1.640  0.258
O4 0.928 1.533 -0.357  -0.432
B2 0.769 2.880 -0.109  0.623
O5 1.034 3.801 -1.111  -0.548
B3 0.873 3.342 -2.400  0.663
O6 1.055 1.993 -2.658  -0.422
H1 -3.906 1.174 -3.043  0.313
H2 -4.965 -1.036 -1.709  0.223
H3 -5.232 -0.559 -3.416  0.389
H4 -3.807 -2.475 -3.446  0.345
H5 -2.894 -1.015 -3.919  0.371
H6 -1.049 -2.056 -3.505  0.430
H7 -0.862 -2.992 -2.020  0.247
H8 -1.158 0.491 -2.875  0.089
H9 -1.495 0.435 -1.159  0.202
H10 0.322 3.245 0.928  -0.135
H11 0.528 4.058 -3.283  -0.130
C5 -2.675 -2.208 4.299  -0.714
O7 -3.167 -1.305 3.329  -0.411
C6 -2.521 -1.420 2.069  -0.516
C7 -3.358 -2.177 1.066  0.197
O8 -3.511 -3.544 1.437  -0.417
C8 -4.764 -3.832 2.021  -0.748
H12 -3.343 -2.162 5.157  0.245
H13 -2.652 -3.233 3.919  0.315
H14 -1.668 -1.922 4.622  0.317
H15 -1.544 -1.900 2.180  0.377
H16 -2.358 -0.404 1.694  0.261
H17 -2.858 -2.154 0.098  -0.023
H18 -4.338 -1.699 0.956  0.255
H19 -5.563 -3.790 1.272  0.314
H20 -5.000 -3.140 2.834  0.328
H21 -4.714 -4.844 2.421  0.245
C9 4.198 3.061 -0.084  -0.472
O9 4.233 2.342 1.135  -0.377
C10 4.629 0.989 0.979  -0.335
C11 6.070 0.778 1.380  -0.663
O10 6.965 1.441 0.502  -0.368
C12 7.478 2.651 1.026  -0.707
H22 4.049 4.112 0.158  0.259
H23 5.129 2.956 -0.647  0.406
H24 3.370 2.716 -0.705  0.024
H25 4.472 0.658 -0.052  0.287
H26 3.988 0.384 1.628  0.383
H27 6.297 -0.292 1.333  0.379
H28 6.225 1.112 2.411  0.339
H29 8.185 2.454 1.839  0.330
H30 6.679 3.301 1.393  0.303
H31 8.005 3.157 0.219  0.243

***

Molecular formula: C7H10O2
Method: DFT, ωB97M-V with the def2-TZVPD basis set

Summary:
E_HOMO in eV: -8.20
Gap between HOMO and LUMO in eV: 8.9
Relative energy (zero: lowest compared OMol25 entry of this formula, charge and spin) in kJ/mol: 9.1
Total energy in eV: -11515.7617
SMILES: Cc1ccc(O)cc1.O

Last column: Mulliken charge in e.
Element x y z (Å)
C1 -1.061 -1.264 0.343  -1.251
C2 -0.548 -0.001 -0.269  0.802
C3 -1.164 1.278 -0.015  -0.816
C4 -0.552 2.398 -0.525  -0.270
C5 0.598 2.307 -1.343  0.655
O1 1.226 3.431 -1.823  -0.544
C6 1.184 1.049 -1.626  -0.381
C7 0.655 -0.104 -1.024  -0.600
H1 -0.224 -1.665 0.939  0.262
H2 -1.332 -2.006 -0.426  0.299
H3 -1.927 -1.115 1.010  0.335
H4 -2.091 1.319 0.571  0.292
H5 -1.000 3.394 -0.410  0.217
H6 0.691 4.261 -1.834  0.310
H7 2.077 0.908 -2.248  0.356
H8 1.134 -1.071 -1.225  0.336
O2 1.021 -4.256 3.598  -0.646
H9 1.240 -4.353 2.644  0.317
H10 0.072 -4.510 3.662  0.324

***

Molecular formula: C5H7Br2F2NO3P
Method: DFT, ωB97M-V with the def2-TZVPD basis set

Summary:
E_HOMO in eV: -3.66
Gap between HOMO and LUMO in eV: 6.3
Charge: -1
Total energy in eV: -167738.6078

Last column: Mulliken charge in e.
Element x y z (Å)
C1 2.868 -0.742 0.701  -0.919
C2 1.815 0.367 0.150  -0.281
C3 0.843 -0.289 -0.954  -0.429
Br1 1.833 -0.108 -2.707  -0.184
P1 -0.800 0.623 -1.205  0.079
O1 -0.540 2.208 -0.573  -0.463
N1 -2.109 -0.081 -0.225  0.162
C4 -2.120 0.390 1.194  0.633
O2 -1.142 0.420 1.960  -0.491
F1 -3.421 0.786 1.773  -0.264
C5 -2.173 -1.537 -0.338  0.375
O3 -1.793 -2.358 0.507  -0.484
F2 -2.793 -2.038 -1.530  -0.269
H1 2.595 -1.802 0.347  0.275
H2 2.832 -0.766 1.848  0.265
H3 3.948 -0.511 0.378  0.237
H4 2.473 1.185 -0.323  0.394
H5 1.268 0.813 1.039  0.255
H6 0.709 -1.409 -0.799  0.419
H7 -0.888 2.776 -1.302  0.348
Br2 -3.404 2.075 0.061  -0.659